(1)
C13H23N5O5 | ωB97M-V/def2-TZVPD

- 2S+1 = 1
- calculated total energy (eV) = -31543.209
- E_HOMO (eV) = -9.36
- structure (SMILES) = CNC(=O)[C@@H](CCC(N)=O)NC(=O)[C@@H](CCC(N)=O)NC(C)=O

Geometry as XYZ:
```
46
Properties=species:S:1:pos:R:3:mulliken_charge:R:1
O 2.8243 3.2651 1.5114 -0.665
O -1.7897 -0.0642 -4.6309 -0.647
O -0.9912 -2.1414 4.2785 -0.706
O -1.8099 -0.8977 -0.3833 -0.618
O 2.5484 -0.4591 0.3189 -0.747
C 3.2571 2.4817 2.3329 0.783
C -1.8069 0.7912 -3.7827 0.567
C -1.3756 -1.6881 3.1718 0.198
C -1.1274 -1.1076 -1.3119 0.243
C 1.5729 0.2871 0.5561 -0.111
N -2.9638 1.3883 -3.5753 -0.404
N -2.4802 -2.0126 2.6351 -0.231
N -1.4685 -1.8769 -2.3570 -0.064
N 0.6140 0.3937 -0.3491 -0.018
N 2.6385 1.3267 2.4462 -0.137
C 4.6409 2.6644 3.0499 -0.959
C -2.7886 -2.5771 -2.4908 -0.976
C -0.5558 1.1620 -2.9306 -0.724
C -0.4588 -0.8921 2.2466 -0.355
C 0.5666 0.1218 -2.7919 -0.953
C 0.7929 -0.2353 2.8713 -0.744
C 0.3631 -0.6475 -1.4412 -0.540
C 1.3314 0.8714 1.9592 0.283
H -3.1488 2.1695 -2.9298 0.220
H -3.7574 0.9354 -4.0399 0.254
H -3.1444 -2.6455 3.0873 0.254
H -2.5842 -1.6004 1.7380 0.265
H -0.9142 -1.9541 -3.1292 0.262
H -0.2063 0.9858 -0.1938 0.353
H 3.1329 0.7205 3.0529 0.229
H 4.6657 3.4200 3.8237 0.293
H 5.4484 2.8931 2.3493 0.273
H 4.8846 1.7021 3.5872 0.254
H -2.8133 -3.2729 -3.3324 0.374
H -3.6387 -1.9411 -2.6644 0.296
H -3.1076 -3.2158 -1.5953 0.264
H -0.9276 1.5448 -1.9993 0.253
H -0.1223 2.0625 -3.4193 0.530
H -1.0720 -0.1152 1.8067 0.381
H -0.0489 -1.5112 1.4105 0.164
H 1.4979 0.7057 -2.6170 0.415
H 0.5728 -0.6126 -3.5847 0.599
H 0.4620 0.3714 3.7087 0.339
H 1.6306 -1.0282 3.0799 0.299
H 1.0163 -1.5056 -1.3389 0.534
H 0.6411 1.7380 1.8668 0.422
```

---

(2)
C3H2Cl2S | ωB97M-V/def2-TZVPD

- 2S+1 = 1
- calculated total energy (eV) = -39018.096
- E_HOMO (spin up / spin down) (eV) = -8.58 / -8.37

Geometry as XYZ:
```
8
Properties=species:S:1:pos:R:3:mulliken_charge:R:1
C -0.3697 0.6422 -0.1035 -0.492
C 1.7202 -0.6026 -0.3961 -0.080
C -1.3127 0.1247 0.5167 0.424
S 2.9926 -0.2027 0.3709 -0.131
Cl -2.9542 1.0336 0.3672 -0.238
Cl -1.3778 -1.1364 1.5445 -0.132
H -0.2807 1.3088 -0.9498 0.345
H 1.5822 -1.1675 -1.3498 0.304
```

---

(3)
C6H13NO | ωB97M-V/def2-TZVPD

- 2S+1 = 2
- calculated total energy (eV) = -9961.470
- E_HOMO (spin up / spin down) (eV) = -15.65 / -15.49
- <S²> = 0.7555
- net charge = +1

Geometry as XYZ:
```
21
Properties=species:S:1:pos:R:3:mulliken_spin:R:1
C -1.7490 1.4485 1.1127 0.006
C -0.6087 0.5420 1.4321 -0.032
N -0.0360 -0.2337 0.3351 0.762
C -0.8407 -0.8818 -0.6846 -0.017
C -0.6545 -0.4091 -2.1314 0.043
C 1.3436 0.1337 0.0573 -0.011
C 2.3947 -0.7559 0.7659 0.101
O -0.0801 0.4719 2.4940 0.070
H -2.6679 1.0839 1.5888 0.002
H -2.0199 1.5105 0.0575 0.001
H -1.5986 2.4307 1.5529 -0.001
H -0.7346 -1.9580 -0.5615 0.045
H -1.8744 -0.6491 -0.4404 0.009
H -0.1567 -1.1553 -2.7464 -0.001
H -1.6562 -0.4393 -2.5479 0.000
H -0.1658 0.5006 -2.4561 0.002
H 1.4801 0.0245 -1.0114 0.004
H 1.5128 1.1601 0.3771 0.024
H 2.0299 -1.1765 1.6946 -0.003
H 2.8178 -1.4956 0.0828 0.002
H 3.2642 -0.1522 1.0290 -0.006
```

---

Among the records above, which one has the lowest calculated total energy? C3H2Cl2S